# 1
Formula: C2H8NO2P
Source: the OMol25 dataset
Level of theory: ωB97M-V/def2-TZVPD

The geometry in XYZ format:
```
14
Properties=species:S:1:pos:R:3:forces:R:3
C -1.079 2.335 -1.255 -0.572 -1.987 -0.949
O -0.284 1.223 -1.603 1.183 -1.232 -0.651
P 0.815 0.265 -0.773 -1.793 -0.614 -1.165
O -0.265 -0.412 0.334 0.053 1.008 -2.707
C 0.147 -1.216 1.393 -0.006 3.170 2.110
N 1.247 -2.049 1.064 -2.955 -2.325 -2.015
H -0.581 3.224 -1.259 1.988 2.525 -0.441
H -1.296 2.194 -0.241 -1.718 -0.105 1.401
H -1.879 2.434 -2.032 0.237 -0.419 1.195
H 0.716 -0.819 -1.886 0.253 1.330 1.430
H 0.581 -0.446 2.119 -1.038 -1.225 0.105
H -0.932 -1.587 1.628 2.408 -0.437 0.653
H 0.771 -2.942 0.896 1.183 -0.089 -0.392
H 2.040 -2.205 1.614 0.775 0.399 1.427
```
Positions in Å, forces in eV/Å.

## Properties
E_tot (a.u.): -627.53010
Total charge: 0
LUMO level (eV): 0.9
HOMO level (eV): -8.39
Strongest force on any atom (eV/Å): 4.27
Frontier orbital gap (Ha): 0.341

Atom charges from the Mulliken analysis, given in e for atoms 1 to 5: -0.5311, -0.2751, 0.0617, -0.2341, -0.2601

=====

# 2
Formula: C2H8NO2P
Source: the OMol25 dataset
Level of theory: ωB97M-V/def2-TZVPD

The geometry in XYZ format:
```
14
Properties=species:S:1:pos:R:3:forces:R:3
C -0.154 0.981 -2.217 -0.840 2.114 -2.258
P -0.394 0.711 -0.662 -0.710 -3.781 1.324
O -1.712 -0.275 -0.431 0.794 0.304 -0.709
O 0.816 -0.288 -0.240 -0.126 1.330 -0.059
C 1.119 -0.384 1.170 -1.299 3.087 -0.667
N 0.145 -1.053 1.867 -2.416 -1.989 1.204
H -0.919 1.651 -2.637 -0.317 -0.557 -0.005
H 0.750 1.455 -2.516 1.147 -0.217 -0.037
H -0.848 1.403 0.450 0.636 0.875 0.605
H -1.501 -1.027 -1.018 -0.539 0.142 0.079
H 2.023 -0.887 1.218 1.867 -0.646 0.309
H 1.173 0.688 1.534 0.440 -1.049 -0.216
H 0.353 -2.051 1.940 -0.385 0.435 -0.081
H -0.850 -0.924 1.542 1.749 -0.047 0.511
```
Positions in Å, forces in eV/Å.

## Properties
E_tot (a.u.): -627.54317
Total charge: 0
LUMO level (eV): 1.0
HOMO level (eV): -8.50
Strongest force on any atom (eV/Å): 4.07
Frontier orbital gap (Ha): 0.350

Atom charges from the Mulliken analysis, given in e for atoms 1 to 5: -0.9255, 0.6298, -0.5430, -0.4051, -0.3919

=====

# 3
Formula: C2H8NO2PS
Source: the OMol25 dataset
Level of theory: ωB97M-V/def2-TZVPD

The geometry in XYZ format:
```
15
Properties=species:S:1:pos:R:3:forces:R:3
C 1.090 -1.162 0.939 -2.004 2.880 -0.168
C -0.098 -0.797 -0.020 -0.194 1.061 0.310
N 0.272 -0.416 -1.374 1.894 -0.085 2.132
O -1.588 0.687 2.045 0.270 -0.430 -1.276
O 0.045 2.005 0.489 -0.729 -1.668 -0.435
P -1.022 0.735 0.674 -0.177 2.885 0.042
S -2.969 1.531 -1.174 1.800 -0.584 1.519
H 1.375 -2.143 0.792 0.067 -2.377 0.242
H 1.972 -0.611 0.682 0.349 0.846 -0.140
H 0.741 -0.839 1.944 0.635 -0.906 -0.354
H -0.946 -1.503 0.160 0.759 0.001 -0.760
H 1.202 -0.679 -1.680 0.003 0.028 0.609
H -3.372 0.376 -1.722 0.161 -0.176 0.188
H -0.323 -0.704 -2.060 -2.280 -0.785 -1.985
H -0.083 2.895 0.859 -0.555 -0.692 0.075
```
Positions in Å, forces in eV/Å.

## Properties
E_tot (a.u.): -1025.76873
Total charge: 0
LUMO level (eV): -0.8
HOMO level (eV): -8.85
Strongest force on any atom (eV/Å): 3.51
Frontier orbital gap (Ha): 0.298

Atom charges from the Mulliken analysis, given in e for atoms 1 to 5: -1.3385, 0.3392, -0.5119, -0.5980, -0.5169

=====

# 4
Formula: C2H8NO4
Source: the OMol25 dataset
Level of theory: ωB97M-V/def2-TZVPD

The geometry in XYZ format:
```
15
Properties=species:S:1:pos:R:3:forces:R:3
O 1.123 -1.617 -0.491 -0.722 0.708 0.434
C 0.405 -0.575 -0.634 0.958 -1.204 -0.666
O 0.164 -0.041 -1.748 -0.124 0.398 0.446
C -0.176 0.106 0.615 -2.273 0.850 0.163
N 0.737 1.049 1.249 1.349 0.288 0.680
H -1.095 0.718 0.181 1.640 -1.312 1.382
H -0.516 -0.649 1.446 0.463 1.300 -1.742
H 1.709 0.700 1.293 -0.971 0.353 -0.189
H 0.719 2.063 1.079 -0.346 -1.183 -0.441
H -0.718 -2.550 1.366 1.058 2.416 2.682
H -0.227 -2.971 0.010 -1.788 -0.097 1.908
O -0.971 -3.133 0.726 0.758 -2.425 -4.550
H 0.153 2.827 -1.578 -2.656 -0.064 -0.541
H -0.497 1.565 -1.743 -0.788 -0.640 -0.324
O -0.810 2.508 -1.772 3.442 0.612 0.760
```
Positions in Å, forces in eV/Å.

## Properties
E_tot (a.u.): -436.77713
Total charge: -1
LUMO level (eV): 3.9
HOMO level (eV): -4.83
Strongest force on any atom (eV/Å): 5.21
Frontier orbital gap (Ha): 0.322

Atom charges from the Mulliken analysis, given in e for atoms 1 to 5: -0.8213, 0.6225, -0.7782, -0.1266, -0.5388

=====

# 5
Formula: C2H8NOPS
Source: the OMol25 dataset
Level of theory: ωB97M-V/def2-TZVPD

The geometry in XYZ format:
```
14
Properties=species:S:1:pos:R:3:forces:R:3
C -0.506 -1.683 0.243 -2.336 4.692 1.460
C 0.170 -0.734 -0.736 1.607 -1.398 -2.111
N 0.169 2.443 0.669 2.066 -1.683 -1.070
O 2.161 1.019 -1.359 -0.463 0.600 0.435
P 1.530 0.265 -0.080 -0.275 0.320 0.757
S 2.822 -0.712 0.985 -0.729 0.890 -0.315
H 0.058 -2.419 0.710 1.297 -1.216 0.323
H -0.985 -1.036 1.048 0.964 -0.663 -0.251
H -1.419 -1.996 -0.153 -1.157 -1.367 -1.195
H -0.265 0.046 -1.400 -1.152 -0.781 0.903
H 0.555 -1.504 -1.507 0.400 1.562 0.815
H 0.995 2.621 1.230 0.842 0.483 -0.202
H -0.452 2.406 1.461 -1.065 -0.921 0.249
H 1.847 1.938 -1.484 0.000 -0.519 0.202
```
Positions in Å, forces in eV/Å.

## Properties
E_tot (a.u.): -950.46322
Total charge: 0
LUMO level (spin up / spin down) (eV): -1.3 / -1.3
HOMO level (spin up / spin down) (eV): -8.63 / -8.63
Strongest force on any atom (eV/Å): 5.44
Frontier orbital gap (spin up / spin down) (Ha): 0.270 / 0.270

Atom charges from the Mulliken analysis, given in e for atoms 1 to 5: -1.2621, -0.2450, -0.6639, -0.4870, 0.4853

=====

# 6
Formula: C2H8NOPS
Source: the OMol25 dataset
Level of theory: ωB97M-V/def2-TZVPD

The geometry in XYZ format:
```
14
Properties=species:S:1:pos:R:3:forces:R:3
C -2.367 0.320 -0.836 -2.974 1.678 0.635
C -1.417 -0.703 -0.518 3.168 -1.736 0.800
N -0.016 0.169 1.371 0.331 0.277 0.231
O 1.790 -0.104 -0.425 -1.782 0.239 -0.816
P 3.325 -0.067 -0.206 2.069 -0.558 1.963
S 0.055 -1.041 0.152 -1.612 3.052 0.904
H -3.384 -0.251 -1.043 1.943 1.360 0.436
H -2.068 0.791 -1.778 -0.190 0.035 -0.010
H -2.552 1.148 -0.076 0.319 -1.217 -0.835
H -1.448 -1.426 -1.257 -0.418 -1.933 -1.527
H 0.822 0.138 1.946 0.046 -0.477 -0.016
H 0.098 1.095 0.927 -0.234 -0.701 -0.141
H 3.464 -1.076 0.921 0.118 0.698 -0.896
H 3.698 1.008 0.822 -0.783 -0.717 -0.728
```
Positions in Å, forces in eV/Å.

## Properties
E_tot (a.u.): -950.39363
Total charge: 0
LUMO level (eV): -0.2
HOMO level (eV): -7.62
Strongest force on any atom (eV/Å): 3.70
Frontier orbital gap (Ha): 0.272

Atom charges from the Mulliken analysis, given in e for atoms 1 to 5: -0.8613, -0.0191, -0.6330, -0.4373, -0.1227

=====

# 7
Formula: C2H8NOS
Source: the OMol25 dataset
Level of theory: ωB97M-V/def2-TZVPD

The geometry in XYZ format:
```
13
Properties=species:S:1:pos:R:3:forces:R:3
C 0.254 1.359 -1.086 0.447 -5.377 -1.302
C 0.798 0.518 0.009 -1.174 2.021 -4.014
N -1.181 -1.414 0.564 1.039 -1.425 3.288
O 0.700 0.945 1.178 -0.464 2.049 5.636
S 1.692 -0.862 -0.267 1.085 -2.081 0.128
H -0.781 1.049 -1.212 -0.466 0.888 -0.186
H 0.521 2.342 -1.073 0.366 2.789 0.254
H 0.795 0.858 -1.904 -0.547 0.885 -0.815
H -2.122 -1.123 0.613 -1.312 1.200 0.233
H -1.148 -2.190 1.298 0.256 1.398 -1.160
H -1.140 -1.871 -0.276 0.248 -1.599 -2.703
H 0.089 1.712 1.169 0.514 -0.364 0.511
H 1.522 -1.322 0.988 0.008 -0.385 0.132
```
Positions in Å, forces in eV/Å.

## Properties
E_tot (a.u.): -608.73311
Spin multiplicity: 3
Total charge: +1
LUMO level (spin up / spin down) (eV): -3.5 / -9.1
HOMO level (spin up / spin down) (eV): -11.28 / -15.32
Strongest force on any atom (eV/Å): 6.01
Frontier orbital gap (spin up / spin down) (Ha): 0.286 / 0.227

Atom charges from the Mulliken analysis, given in e for atoms 1 to 5: -1.1475, 0.5415, -0.6525, -0.4393, 0.1137

=====

# 8
Formula: C2H8NOS2
Source: the OMol25 dataset
Level of theory: ωB97M-V/def2-TZVPD

The geometry in XYZ format:
```
14
Properties=species:S:1:pos:R:3:forces:R:3
S -0.566 1.844 -0.291 -0.031 -0.100 -0.068
S -1.264 0.243 -1.481 0.060 0.134 0.076
H 0.251 2.301 -1.250 0.004 0.033 -0.004
H -1.689 -0.446 -0.410 -0.066 -0.043 -0.024
O -0.445 -1.567 1.306 -0.358 -0.226 -0.256
C 0.511 -1.154 1.889 0.345 0.273 0.201
C 1.746 -0.689 1.154 -0.026 -0.150 -0.109
N 1.578 -0.940 -0.308 0.279 0.223 -0.191
H 0.567 -1.061 2.980 -0.089 -0.038 0.166
H 1.882 0.381 1.311 0.040 -0.024 0.001
H 2.621 -1.231 1.511 0.068 0.087 0.010
H 2.325 -0.473 -0.828 -0.082 -0.092 0.007
H 1.619 -1.935 -0.535 -0.095 -0.002 0.085
H 0.667 -0.577 -0.678 -0.049 -0.076 0.105
```
Positions in Å, forces in eV/Å.

## Properties
E_tot (a.u.): -1007.10086
Total charge: +1
LUMO level (eV): -3.6
HOMO level (eV): -12.79
Strongest force on any atom (eV/Å): 0.50
Frontier orbital gap (Ha): 0.338

Atom charges from the Mulliken analysis, given in e for atoms 1 to 5: -0.1598, -0.2152, 0.2098, 0.2641, -0.4039

=====

# 9
Formula: C2H8NPS
Source: the OMol25 dataset
Level of theory: ωB97M-V/def2-TZVPD

The geometry in XYZ format:
```
13
Properties=species:S:1:pos:R:3:forces:R:3
C -0.554 -1.551 0.697 -2.074 1.948 -2.141
P 1.017 -0.802 0.251 -0.513 0.908 -2.274
N 1.057 0.283 1.500 0.955 1.782 2.595
C 0.133 0.548 -1.078 1.693 0.845 -2.094
S -0.972 0.898 -2.969 1.967 0.339 1.924
H -1.231 -0.800 1.241 0.442 -0.591 -1.561
H -1.008 -2.063 -0.223 0.349 0.705 1.637
H -0.390 -2.149 1.494 0.696 -2.840 2.168
H 0.176 0.606 1.911 0.439 -0.167 -0.318
H 1.863 0.652 2.100 -1.398 -1.084 -1.908
H 0.971 1.281 -1.432 -1.708 -1.149 1.405
H -0.670 0.906 -0.473 -0.127 0.895 0.500
H -0.393 2.191 -3.020 -0.721 -1.591 0.068
```
Positions in Å, forces in eV/Å.

## Properties
E_tot (a.u.): -875.19763
Total charge: 0
LUMO level (eV): 0.4
HOMO level (eV): -8.64
Strongest force on any atom (eV/Å): 3.64
Frontier orbital gap (Ha): 0.330

Atom charges from the Mulliken analysis, given in e for atoms 1 to 5: -0.9878, 0.1527, -0.3925, -0.7670, -0.2547